Entry 1:
ORCA calculation (wB97M-V/def2-TZVPD) on a structure of composition C29H41Cl2N5OP2Pt.

Structure (XYZ):
```
81
Properties=species:S:1:pos:R:3:mulliken_charge:R:1
C 2.169 -2.106 3.946 -0.657
Cl 2.121 1.492 3.661 -0.087
H 1.984 4.556 -7.936 0.419
C -2.820 1.521 -2.225 -1.675
C -1.825 -2.458 -2.485 -1.386
H -1.877 2.996 -6.876 0.492
H -0.431 4.314 -8.400 0.424
H -4.285 0.066 3.827 0.463
H 2.657 -3.045 4.191 0.399
Cl -2.761 0.974 5.837 -0.215
C 1.939 3.390 -6.164 -0.540
H 2.906 -1.410 3.553 0.363
H -2.334 -2.223 -5.169 0.552
H 2.048 2.462 -0.563 0.468
N -1.053 1.768 -4.728 -0.331
H -0.027 1.575 5.502 0.607
H 1.846 -1.162 1.450 0.037
H 4.502 -1.102 -3.449 0.499
H -4.191 -0.294 -3.797 0.399
C -2.264 0.495 3.194 -0.154
H -4.189 -1.047 -2.196 0.271
P 1.528 0.555 -1.914 0.435
H -2.355 2.418 -1.817 0.491
C 0.424 1.182 3.430 0.345
C -0.024 0.843 2.167 -0.956
C -3.057 -0.377 0.711 0.196
H -4.218 -2.047 -3.638 0.517
H 2.993 3.486 -5.938 0.491
H 0.222 -1.560 3.221 0.003
C -0.013 3.836 -7.523 -0.580
C -3.980 -0.393 1.766 -1.287
C -1.742 0.906 4.446 0.735
N -1.827 0.070 0.847 -0.135
H 0.937 -1.957 -3.427 -0.029
C -2.275 -1.220 -3.276 1.933
H -2.150 -2.409 -1.444 0.206
H -3.339 -0.737 -0.266 0.464
C -1.855 -1.338 -4.745 -1.680
H 1.829 -2.249 -1.042 0.324
H 0.578 -3.269 3.052 0.557
H 3.313 1.233 -0.450 0.302
C -1.401 0.488 2.078 0.806
O 0.741 0.792 1.114 -0.800
H -0.746 -2.583 -2.481 0.083
H 0.822 -1.929 5.576 0.377
N 1.688 2.058 -4.191 -0.166
C -0.260 2.490 -5.554 0.206
H -3.592 1.172 -1.544 0.451
H 3.214 2.258 -1.905 0.540
H 1.944 -2.805 1.206 0.290
H -3.273 1.768 -3.184 0.521
H -2.170 -0.468 -5.322 0.365
C 2.784 -1.833 -1.372 -1.822
H -0.776 -1.455 -4.862 0.204
H 1.773 -0.870 -4.552 0.336
H -4.982 -0.755 1.586 0.485
C 2.638 1.747 -1.135 -1.437
C 3.934 -0.288 -2.994 -1.854
H 3.284 -1.360 -0.522 0.337
H 4.530 0.108 -2.171 0.365
C -0.486 1.207 -3.693 0.310
H 2.385 -1.572 5.984 0.395
P -1.504 0.290 -2.481 0.209
C 1.008 -2.273 2.951 -0.478
C 1.373 3.975 -7.257 -0.562
Pt -0.268 0.196 -0.603 1.714
C -0.425 1.244 4.550 -0.469
H 3.807 0.493 -3.745 0.359
H -2.267 -3.352 -2.933 0.571
C 1.904 -1.541 -3.701 -1.439
N 1.374 -2.051 1.566 -0.256
C 2.585 -0.844 -2.522 1.784
C 1.134 2.633 -5.285 0.353
C -3.593 0.056 2.996 -0.819
C 0.894 1.365 -3.416 -0.540
C -3.806 -1.130 -3.213 -1.657
H 2.536 -2.369 -4.030 0.652
H 3.424 -2.651 -1.713 0.529
H 1.505 -0.490 5.088 0.064
C -0.817 3.114 -6.693 -0.541
N 1.684 -1.492 5.244 -0.147
```

The value obtained for the energy relative to the best compared isomer or geometry (same formula, charge and spin) is 0.155 eV. The electronic energy comes out at -87096.3888 eV. The charge is +2. For the molecular weight, the calculation gives 803.6 g/mol. The value obtained for the HOMO energy is -0.4767 Eh. The LUMO energy comes out at -5.54 eV. Its strongest force on any atom is 0.45 eV/Å.

Entry 2:
ORCA calculation (wB97M-V/def2-TZVPD) on a structure of composition C29H41F5HfOP2 in a non-equilibrium geometry.

Structure (XYZ):
```
79
Properties=species:S:1:pos:R:3:mulliken_charge:R:1
C -0.944 3.404 1.951 -0.357
H -0.857 2.111 -2.953 0.989
H -2.062 -3.051 -0.754 0.384
C 1.266 -0.986 0.625 0.516
H 3.775 -0.059 -3.939 0.550
O -0.459 2.022 0.004 -0.290
H -0.634 2.093 -7.056 0.339
F -0.767 6.738 -0.473 -0.266
H 3.125 -1.466 -0.378 0.253
H -0.148 -3.227 -1.688 0.526
H 1.581 2.669 -6.431 0.410
Hf 0.061 0.539 -1.171 0.133
P 2.211 1.225 -2.505 0.757
F -1.226 6.997 2.245 -0.266
C -1.866 0.457 -5.287 -0.522
C -0.680 3.211 0.571 0.320
F -1.364 4.760 3.823 -0.257
H -1.465 -2.232 -2.600 -0.427
C -0.823 5.653 0.327 0.058
C -1.059 5.782 1.692 0.650
C -0.910 1.000 -2.926 0.398
H 1.061 3.411 -4.947 0.303
H 1.024 -3.703 -0.471 0.415
H 3.023 -2.015 1.308 0.359
C 0.542 -0.426 1.709 0.646
C 0.298 -0.343 -6.436 -1.266
C 2.749 -1.200 0.613 -1.750
C -0.981 -1.572 0.419 0.351
H 0.511 0.355 -7.251 0.411
C -1.120 4.652 2.499 0.262
H 2.444 1.481 -4.383 0.808
H 3.644 3.141 -1.940 0.443
H -3.093 -1.943 0.196 0.456
H 0.697 -1.314 -6.781 0.495
C 1.433 1.284 -4.807 -0.247
C -2.135 -2.487 0.196 -2.068
H -3.387 2.273 -2.258 0.307
C -1.827 -0.605 2.642 -1.778
C -1.238 -0.480 -6.280 -1.117
C 0.319 -1.696 -0.225 1.702
C -0.643 4.394 -0.213 -0.056
C 1.154 0.165 2.929 -1.657
H -0.938 3.501 -6.044 0.546
H -1.867 2.388 -4.355 1.095
H -0.164 0.449 -3.558 -0.999
H 2.718 -1.102 -2.970 0.167
H 0.975 -0.474 3.807 0.356
H 4.087 -0.287 -2.153 0.456
C 0.686 -2.855 -1.092 -1.594
H 1.498 -0.845 -4.651 0.239
C 1.072 0.019 -5.188 0.384
H -2.809 -0.977 2.341 0.440
H 0.712 1.142 3.149 0.177
H -1.523 -1.677 -4.282 -0.080
H 1.900 3.562 -1.801 0.140
F -0.411 4.297 -1.559 -0.265
P -2.378 0.058 -2.511 0.636
C -3.690 1.355 -2.826 -1.147
C -1.425 1.719 -5.107 -0.599
H -4.590 0.922 -2.351 0.482
C -2.064 -1.638 -3.329 -0.290
F -1.054 2.367 2.837 -0.365
H -1.460 -1.546 -6.091 0.406
H -1.737 -0.279 -7.248 0.420
H 1.506 -2.622 -1.785 0.105
H -3.039 -2.144 -3.472 0.522
H 2.232 0.298 2.815 0.429
C 2.654 3.005 -2.397 -0.887
C 3.324 -0.166 -2.933 -1.060
C 0.929 2.507 -5.561 -1.065
H 2.631 3.429 -3.411 0.381
C -0.538 2.471 -6.036 -1.767
H -3.960 1.658 -3.860 0.397
C -0.816 -0.778 1.584 0.893
H 3.280 -0.297 0.946 0.490
H -1.541 -1.125 3.576 0.383
H -2.865 0.128 -4.945 1.064
H -2.172 -3.251 1.003 0.402
H -1.946 0.456 2.913 0.195
```

The electronic energy comes out at -66234.8217 eV. The charge is +2. For the molecular weight, the calculation gives 741.1 g/mol. The value obtained for the HOMO energy (spin up / spin down) is -0.4767 / -0.4768 Eh. The LUMO energy (spin up / spin down) comes out at -8.57 / -8.56 eV. Its strongest force on any atom is 6.70 eV/Å.

Entry 3:
ORCA calculation (wB97M-V/def2-TZVPD) on a cluster of 3 separate species, C29H41F8NO8S2 in total in a non-equilibrium geometry.

Structure (XYZ):
```
89
Properties=species:S:1:pos:R:3:mulliken_charge:R:1
H -0.953 1.663 0.160 0.292
H 0.770 3.234 3.582 0.310
C -3.031 -5.261 -0.265 0.127
O -3.083 -4.728 1.101 -0.429
H 0.846 0.172 1.031 -0.106
C 4.479 -2.660 0.847 0.072
O -0.843 -1.920 2.006 -0.317
C 2.129 0.488 3.626 -0.904
H 0.407 8.607 -3.694 0.370
C 1.083 9.163 -3.044 -0.722
H 3.201 2.333 2.205 0.292
C -0.068 3.259 1.400 0.320
C 1.127 5.331 2.597 -0.657
H -5.242 -4.721 -0.372 0.347
N -1.972 1.704 2.066 -0.399
S 0.519 9.029 -1.350 1.280
C -2.616 -10.492 -1.697 -0.803
C 4.215 -0.148 -0.136 0.415
H 2.087 8.738 -3.100 0.392
H -1.727 -4.283 2.641 0.304
H 2.454 1.463 4.160 0.293
H -4.516 -11.005 -2.583 0.287
C 0.109 0.529 1.831 0.861
H -3.162 -11.952 -3.214 0.348
C 1.087 10.656 -3.377 -0.624
F 5.936 -0.809 1.615 -0.273
C -4.539 -5.546 -0.776 -0.973
C 0.263 5.663 0.117 -0.086
H 0.635 11.009 -0.023 0.382
H -2.271 -9.999 -4.396 0.301
H -4.907 -6.551 -0.373 0.202
H -2.887 -10.969 -0.756 0.398
O -3.133 -0.104 3.221 -0.609
O -1.669 -8.054 -1.387 -0.722
C 0.942 6.267 1.368 -0.226
H -4.461 -8.193 -3.318 0.396
H 0.119 10.940 -3.803 0.298
H -0.664 -2.852 0.125 0.215
F 4.689 0.063 -1.483 -0.343
H 1.617 5.753 3.540 0.277
H -2.786 -7.784 -3.783 0.363
C 0.544 0.468 3.370 -0.651
C -3.462 -10.959 -2.874 -0.548
O -4.075 -8.522 -0.757 -0.668
C -1.460 -2.755 0.960 -0.326
O 2.933 0.212 2.457 -0.102
H -2.779 1.993 1.493 0.311
H -2.518 -4.507 -0.956 0.196
H 1.853 10.892 -4.119 0.319
H 0.146 -0.492 3.876 0.362
O -0.800 8.437 -1.333 -0.696
H -1.435 -0.391 0.556 0.482
C -3.274 -9.904 -3.966 -0.659
H -3.992 -10.031 -4.779 0.328
H 4.656 1.381 2.798 0.297
H -4.612 -5.544 -1.923 0.237
F 3.872 -3.301 -0.290 -0.261
F 6.189 -1.600 -0.500 -0.278
C -0.233 4.193 0.145 -0.739
F 3.575 -2.594 1.937 -0.165
F 5.604 1.866 0.515 -0.318
C 4.300 1.279 0.582 0.875
C 0.631 3.855 2.641 -0.125
F 3.455 2.165 -0.187 -0.309
C 5.192 -1.276 0.485 0.661
H 0.002 1.328 3.922 0.370
H -2.448 -6.251 -0.293 0.165
C -2.232 0.277 2.444 0.246
C 3.753 1.332 2.078 -0.640
H -0.667 11.066 -1.248 0.359
S -2.924 -8.737 -1.602 1.267
H 5.318 -3.383 1.173 0.236
H 2.370 -0.349 4.387 0.380
H 1.284 7.348 1.377 0.344
H -2.431 -2.303 0.552 0.273
C 1.311 11.417 -2.070 -0.566
C -1.101 -0.555 1.653 -0.386
C -3.423 -8.530 -3.308 -0.672
F 2.871 -0.620 -0.308 -0.191
H 2.350 11.295 -1.746 0.295
H -1.551 -10.633 -1.898 0.342
H 1.116 12.485 -2.184 0.344
C -0.682 1.797 1.263 0.036
H -0.748 3.769 -0.779 0.163
H 0.061 6.258 -0.843 0.058
C -1.762 -4.253 1.491 -0.379
C 0.370 10.782 -1.055 -0.781
H -0.933 -4.955 1.102 0.223
O 1.605 8.518 -0.545 -0.659
```

The structure (SMILES) is CCOCCO[C@H]1C(=O)N[C@@H](c2ccccc2)[C@H]1CCOCC(F)(F)C(F)(F)C(F)(F)C(F)F.O=S1(=O)CCCC1.O=S1(=O)CCCC1. The electronic energy comes out at -92008.6882 eV. The charge is 0. For the molecular weight, the calculation gives 747.8 g/mol. The value obtained for the HOMO energy is -0.3104 Eh. The LUMO energy comes out at 0.63 eV. Its strongest force on any atom is 4.40 eV/Å.